# 1
{"formula": "C18H32ClF5NO15P3S", "method": "ωB97M-V with the def2-TZVPD basis set", "total_energy_ha": -4270.08792, "fmax_ev_per_a": 6.30, "homo_ev": -9.7, "symbols": ["C", "C", "C", "C", "C", "C", "C", "C", "C", "C", "F", "F", "C", "F", "F", "F", "O", "S", "O", "O", "O", "C", "O", "N", "O", "P", "O", "Cl", "H", "H", "H", "H", "H", "H", "H", "H", "H", "H", "H", "H", "H", "H", "C", "O", "P", "O", "O", "C", "O", "C", "H", "H", "H", "H", "H", "H", "H", "H", "H", "C", "O", "P", "O", "O", "C", "O", "C", "H", "H", "H", "H", "H", "H", "H", "H", "H"], "positions_angstrom": [[-5.581257, 0.201690, -0.451421], [-4.804403, 0.717499, -1.203445], [-3.847665, 1.220485, -2.196884], [-3.226619, 2.581070, -1.799050], [-3.078041, 2.769502, -0.282007], [-1.871011, 3.671629, 0.043379], [-0.470039, 3.154351, -0.317723], [-0.324066, 1.634855, -0.544421], [0.044963, 0.816537, 0.720588], [-0.747203, -0.467194, 0.831808], [-2.018650, -0.241718, 1.252359], [-0.855405, -1.095266, -0.364943], [-0.112155, -1.448838, 1.857330], [0.776894, -2.242411, 1.240161], [-1.036523, -2.211370, 2.437468], [0.532967, -0.793428, 2.820114], [-2.076765, 4.822494, -0.927078], [-3.191066, 5.768188, -0.300648], [-2.882969, 7.147966, -0.378218], [-4.485095, 5.461229, -0.808841], [-3.197085, 5.194452, 1.269957], [-2.001346, 4.469697, 1.358397], [-0.977662, 5.510138, 1.209718], [-1.041374, 6.365501, 2.362977], [-0.608861, 7.406275, 2.120095], [-1.554538, 3.696064, 3.033464], [-2.072129, 2.153960, 2.846385], [0.526747, 3.631113, 3.097699], [-6.228184, -0.475295, 0.055196], [-4.377522, 1.364294, -3.141912], [-3.083016, 0.465664, -2.394326], [-2.252751, 2.643064, -2.289385], [-3.825821, 3.405431, -2.182341], [-3.994582, 3.129519, 0.178596], [-2.860297, 1.805742, 0.191747], [-0.191403, 3.630053, -1.257910], [0.284223, 3.466328, 0.404130], [-1.170095, 1.172226, -1.047456], [0.524510, 1.517117, -1.221054], [-0.006396, 1.416825, 1.622418], [1.091078, 0.503351, 0.630289], [-2.166808, 1.833274, 3.753206], [-0.326648, -4.895228, 0.947617], [-1.293980, -5.649592, 0.178614], [-1.625538, -5.132099, -1.356137], [-2.966963, -5.713180, -1.579409], [-0.418110, -5.997641, -2.022058], [-0.479382, -7.419866, -1.945848], [-1.461428, -3.947948, -2.444370], [-1.997303, -4.209350, -3.741446], [-0.210940, -5.381893, 1.913044], [0.639241, -4.873621, 0.435893], [-0.685081, -3.893152, 1.101753], [-1.509329, -7.771898, -1.883742], [0.083328, -7.774735, -1.081257], [-0.020025, -7.816610, -2.849680], [-3.067620, -4.015140, -3.747402], [-1.803056, -5.233462, -4.054181], [-1.505900, -3.523971, -4.429917], [4.613617, -2.512145, 1.311760], [4.262023, -1.157168, 0.919888], [5.355386, 0.001880, 1.364546], [4.502189, 1.213590, 1.370891], [6.235354, -0.149071, 0.006566], [5.630025, 0.182086, -1.241309], [6.653130, 0.355712, 2.253249], [7.171353, 1.680856, 2.113370], [3.839501, -3.188754, 0.960854], [5.571520, -2.798948, 0.871700], [4.670176, -2.578606, 2.398466], [4.842223, 0.925512, -1.117073], [5.220822, -0.713612, -1.710287], [6.407784, 0.589846, -1.884246], [6.604946, 2.368863, 2.736712], [7.147032, 2.010385, 1.076738], [8.203122, 1.652791, 2.458064]], "forces_ev_per_a": [[0.0, -0.5, -0.2], [0.1, -0.3, -0.4], [-0.4, 0.7, 0.2], [0.0, -0.2, 0.0], [1.2, -1.0, 0.6], [-0.7, 0.6, -1.1], [-0.1, -0.8, -0.2], [0.5, -0.1, 0.3], [0.4, -0.1, -0.8], [-0.1, 0.5, 0.6], [-0.1, 0.1, 0.0], [0.2, -0.2, 0.0], [0.1, 0.0, -0.3], [0.1, 0.2, 0.1], [-0.1, -0.1, 0.0], [0.0, 0.1, 0.1], [-0.6, 0.9, 1.2], [-2.1, 0.7, -1.0], [1.3, -0.1, 0.6], [0.1, -0.9, 0.1], [0.3, -0.4, -0.6], [2.4, 0.3, -0.6], [0.2, -0.5, 0.1], [-0.2, 0.3, 0.1], [0.3, -0.1, 0.0], [-1.4, 0.6, 1.6], [0.5, 0.4, -0.4], [-0.3, -0.3, -0.6], [-0.1, 0.3, 0.3], [0.0, -0.1, 0.0], [0.0, 0.0, 0.3], [-0.1, 0.1, 0.0], [0.0, -0.1, -0.1], [0.0, 0.1, -0.1], [-0.2, 0.0, 0.0], [-0.1, 0.2, 0.1], [-0.2, 0.1, 0.0], [-0.1, 0.2, 0.0], [-0.2, 0.0, -0.1], [-0.3, -0.3, 0.1], [0.0, 0.1, 0.1], [-0.2, -0.3, -0.1], [0.1, -0.5, -0.1], [0.3, 3.2, -0.2], [-1.3, -5.1, -2.8], [0.1, 0.5, 0.4], [0.0, 0.3, -0.3], [0.2, -0.1, 0.2], [1.1, 1.3, 2.6], [-0.4, 0.0, -0.4], [-0.1, -0.1, -0.1], [0.0, 0.0, 0.0], [-0.1, 0.0, 0.0], [0.0, 0.1, 0.0], [0.0, 0.0, 0.0], [0.0, 0.1, 0.0], [0.0, -0.1, 0.1], [0.0, 0.0, 0.1], [0.1, 0.0, 0.2], [0.0, -0.1, -0.2], [1.5, -1.0, 2.9], [-0.7, 4.4, -4.5], [-0.1, -0.5, 0.5], [0.4, 0.1, 0.3], [-0.1, -0.3, -0.2], [-0.8, -2.9, 1.1], [0.1, 0.6, 0.1], [-0.1, 0.1, -0.1], [0.0, 0.0, 0.0], [0.0, -0.1, 0.0], [0.0, 0.0, 0.1], [-0.1, 0.0, 0.0], [0.1, 0.0, 0.1], [-0.1, 0.0, -0.1], [-0.1, -0.1, 0.0], [0.0, -0.2, 0.0]], "mulliken_charge": [-0.0536, -0.5675, -0.4639, -0.9637, -0.8254, 1.0836, -1.7731, -0.4205, -0.2779, 0.9948, -0.3484, -0.3346, 0.3301, -0.2212, -0.2796, -0.2653, -0.5005, 1.2507, -0.6449, -0.6205, -0.5812, 0.9778, -0.2904, 0.2105, -0.3284, -0.0822, -0.3119, -0.1961, 0.4418, 0.4634, 0.2784, 0.2263, 0.5876, 0.8607, 0.4214, 0.5193, 0.4938, 0.1379, 0.4114, -0.0409, 0.4053, 0.3351, -0.5996, -0.3619, 1.1766, -0.7471, -0.3199, -0.7058, -0.3031, -0.5884, 0.3326, 0.3177, 0.1616, 0.3463, 0.2407, 0.2450, 0.2652, 0.2717, 0.2256, -0.7678, -0.0802, 0.9828, -0.6090, -0.3511, -0.6012, -0.4497, -0.5342, 0.1426, 0.3866, 0.3635, 0.3011, 0.2272, 0.2468, 0.2422, 0.2749, 0.2303]}

=====

# 2
{"formula": "C7H6O", "method": "ωB97M-V with the def2-TZVPD basis set", "e_above_lowest_kcal_mol": 82.9, "smiles": "C1=C[C@H]2OC=CC2=C1", "total_energy_ha": -345.39318, "fmax_ev_per_a": 7.11, "homo_ev": -8.0, "symbols": ["C", "C", "C", "C", "C", "C", "C", "H", "H", "H", "H", "H", "H", "O"], "positions_angstrom": [[-0.836131, -1.936910, 0.364041], [0.590889, -1.801742, 0.066278], [0.818251, -0.302309, -0.095496], [1.437061, 0.782440, -0.575939], [0.342634, 1.774832, -0.725260], [-0.839613, 1.424667, -0.244812], [-0.633664, 0.248766, 0.443898], [-1.233981, -2.975610, 0.564434], [1.119728, -2.617927, -0.265347], [2.408761, 0.720557, -0.744607], [0.533157, 2.775573, -0.982641], [-1.788260, 2.093750, -0.082845], [-0.341043, 0.570459, 1.396676], [-1.577788, -0.756545, 0.881620]], "forces_ev_per_a": [[3.0, 0.0, 1.7], [-5.7, 4.1, 0.8], [-4.1, -2.2, 2.0], [-4.9, -1.0, 0.9], [2.0, 1.2, -0.2], [-3.5, 3.4, -1.0], [1.8, -3.9, 1.5], [-0.1, 1.6, -0.2], [1.3, -1.6, -0.6], [4.1, 0.8, -1.5], [0.3, 1.1, -0.7], [2.2, -1.2, -0.6], [1.0, 0.9, 1.9], [2.6, -3.2, -3.8]], "mulliken_charge": [-0.1377, -0.6405, 0.3504, -0.8492, -0.2534, -0.6498, 0.2982, 0.3411, 0.4315, 0.5506, 0.4149, 0.2563, 0.2713, -0.3836]}

=====

# 3
{"formula": "C30H25CoN4O4", "method": "ωB97M-V with the def2-TZVPD basis set", "e_above_lowest_kcal_mol": 0.0, "s_squared": 0.79, "charge": 1, "total_energy_ha": -3060.78528, "fmax_ev_per_a": 0.16, "spin_multiplicity": 2, "homo_ev": [-12.0, -11.9], "symbols": ["Co", "C", "C", "C", "C", "C", "C", "N", "C", "C", "C", "C", "C", "N", "C", "C", "C", "C", "C", "C", "N", "H", "H", "H", "H", "H", "H", "H", "H", "H", "H", "H", "H", "H", "H", "H", "C", "C", "C", "C", "C", "C", "H", "H", "H", "H", "H", "H", "O", "C", "O", "C", "C", "C", "C", "C", "C", "N", "O", "O", "H", "H", "H", "H"], "positions_angstrom": [[-0.547976, 0.618152, 0.143746], [-2.132595, 3.080323, -1.410523], [-1.737597, 1.936203, -2.288608], [-2.034297, 1.961064, -3.652862], [-1.697342, 0.895513, -4.457418], [-1.075362, -0.207989, -3.886659], [-0.803143, -0.180314, -2.538263], [-1.110922, 0.882990, -1.753898], [-0.151642, -1.296387, -1.820974], [0.336094, -2.474951, -2.360312], [0.996125, -3.355966, -1.518689], [1.177050, -3.052316, -0.175371], [0.653097, -1.863711, 0.301992], [-0.013774, -1.052545, -0.519909], [0.733052, -1.331651, 1.679986], [1.369408, -1.980093, 2.712358], [1.325937, -1.408698, 3.979569], [0.611457, -0.247116, 4.164749], [-0.021813, 0.369750, 3.082779], [-0.866399, 1.585487, 3.298683], [0.091752, -0.148004, 1.854127], [-2.924422, 3.655089, -1.885681], [-1.279910, 3.732147, -1.221459], [-2.473157, 2.729871, -0.437400], [-2.532738, 2.828988, -4.061053], [-1.920477, 0.912947, -5.515627], [-0.809138, -1.067736, -4.483429], [0.237413, -2.693087, -3.412957], [1.397820, -4.277262, -1.918019], [1.719980, -3.725385, 0.471768], [1.884292, -2.913998, 2.540100], [1.824382, -1.886186, 4.812327], [0.520116, 0.200050, 5.144733], [-1.313806, 1.544962, 4.291115], [-1.654760, 1.652601, 2.552822], [-0.278274, 2.502229, 3.229369], [-2.767558, -1.298709, 1.680336], [-3.242058, -0.277086, 0.862070], [-3.559650, -0.546265, -0.465829], [-3.383574, -1.824921, -0.977724], [-2.892888, -2.836930, -0.163279], [-2.588973, -2.575647, 1.167621], [-2.558059, -1.100844, 2.724341], [-3.431363, 0.707159, 1.275194], [-3.964720, 0.237469, -1.094351], [-3.645822, -2.036423, -2.006849], [-2.768147, -3.836841, -0.559736], [-2.233733, -3.372233, 1.809293], [1.084814, 3.825810, 1.744690], [1.020302, 2.880498, 0.985032], [-0.088030, 2.432285, 0.463343], [2.296762, 2.166571, 0.586048], [3.433816, 2.347189, 1.370407], [4.609812, 1.669716, 1.081247], [4.668274, 0.803754, -0.001321], [3.533257, 0.652613, -0.777443], [2.354873, 1.324112, -0.511346], [3.565297, -0.278057, -1.917879], [2.516529, -0.465686, -2.516937], [4.612166, -0.820011, -2.186078], [3.371136, 3.029768, 2.207468], [5.485418, 1.814877, 1.699008], [5.566887, 0.258981, -0.250757], [1.506793, 1.193909, -1.167673]], "forces_ev_per_a": [[-0.1, 0.0, 0.0], [0.0, 0.0, 0.0], [0.0, 0.1, 0.0], [0.0, 0.0, 0.0], [0.0, 0.0, 0.0], [0.0, 0.0, 0.0], [0.0, 0.0, 0.0], [0.1, -0.1, 0.1], [0.0, 0.0, 0.1], [0.0, 0.0, 0.0], [0.0, 0.0, 0.0], [0.0, 0.0, 0.0], [0.0, 0.0, 0.0], [0.0, 0.0, 0.0], [0.0, 0.0, 0.0], [0.0, 0.0, 0.0], [0.0, 0.0, 0.0], [0.0, 0.0, 0.0], [0.0, 0.0, 0.0], [0.0, 0.0, 0.0], [0.0, 0.0, 0.0], [0.0, 0.0, 0.0], [0.0, 0.0, 0.0], [0.0, 0.0, 0.0], [0.0, 0.0, 0.0], [0.0, 0.0, 0.0], [0.0, 0.0, 0.0], [0.0, 0.0, 0.0], [0.0, 0.0, 0.0], [0.0, 0.0, 0.0], [0.0, 0.0, 0.0], [0.0, 0.0, 0.0], [0.0, 0.0, 0.0], [0.0, 0.0, 0.0], [0.0, 0.0, 0.0], [0.0, 0.0, 0.0], [0.0, 0.0, 0.0], [0.0, 0.0, 0.0], [0.0, 0.0, 0.0], [0.0, 0.0, 0.0], [0.0, 0.0, 0.0], [0.0, 0.0, 0.0], [0.0, 0.0, 0.0], [0.0, 0.0, 0.0], [0.0, 0.0, 0.0], [0.0, 0.0, 0.0], [0.0, 0.0, 0.0], [0.0, 0.0, 0.0], [0.0, -0.1, 0.0], [-0.1, 0.1, 0.0], [0.1, -0.1, 0.1], [0.0, 0.0, 0.1], [0.0, 0.0, 0.0], [0.0, 0.0, 0.0], [0.0, 0.0, 0.0], [0.1, 0.0, 0.0], [0.0, 0.0, 0.0], [0.0, 0.0, 0.0], [0.1, 0.0, 0.0], [0.0, 0.0, 0.0], [0.0, 0.0, 0.0], [0.0, 0.0, 0.0], [0.0, 0.0, 0.0], [0.0, 0.0, 0.0]], "lowdin_spin": [0.9758, -0.0004, -0.0014, -0.0003, -0.0007, -0.0001, -0.0002, -0.0089, 0.0007, 0.0000, -0.0008, 0.0000, 0.0005, -0.0007, -0.0003, -0.0001, -0.0007, -0.0003, -0.0014, -0.0003, -0.0098, 0.0000, 0.0000, -0.0001, 0.0000, 0.0000, 0.0000, 0.0000, 0.0000, 0.0000, 0.0000, 0.0000, 0.0000, 0.0000, -0.0001, 0.0000, 0.0075, 0.0071, 0.0075, -0.0010, 0.0033, -0.0010, 0.0002, 0.0000, 0.0002, -0.0001, 0.0002, -0.0001, -0.0030, 0.0014, 0.0220, 0.0017, 0.0001, 0.0006, 0.0000, 0.0005, 0.0015, 0.0000, 0.0000, 0.0002, 0.0000, 0.0000, 0.0000, 0.0010]}

=====

# 4
{"formula": "C5H9N2O2", "method": "ωB97M-V with the def2-TZVPD basis set", "e_above_lowest_kcal_mol": 106.5, "charge": 1, "smiles": "C[NH2+]/C=C(\\[O-])[N+](C)=C=O", "total_energy_ha": -455.55697, "fmax_ev_per_a": 3.12, "homo_ev": -13.0, "symbols": ["C", "C", "C", "C", "C", "N", "N", "O", "O", "H", "H", "H", "H", "H", "H", "H", "H", "H"], "positions_angstrom": [[0.376715, 0.464132, -0.639456], [2.787928, -0.322890, -0.929013], [-0.396731, -0.114824, 0.305516], [2.179958, 1.091891, 0.955734], [-2.600458, -1.298324, -0.263722], [2.023178, 0.263315, -0.181269], [-1.875660, 0.055935, 0.190478], [0.254746, 1.085787, -1.624156], [3.335397, -0.746247, -1.818645], [-0.095042, -0.686741, 1.087113], [1.913829, 2.091553, 0.737521], [1.408412, 0.679076, 1.699138], [3.163736, 1.211111, 1.206952], [-3.583424, -1.497056, 0.087674], [-2.614840, -1.445697, -1.327689], [-1.947399, -2.042422, 0.044094], [-2.269790, 0.446191, 1.015714], [-2.060550, 0.765202, -0.545983]], "forces_ev_per_a": [[-0.6, -0.9, 0.2], [-0.6, 1.1, -0.2], [-1.5, 1.2, -1.4], [-2.5, -0.6, 1.8], [0.8, 1.4, -0.2], [-1.4, -0.3, 0.2], [0.0, -1.3, -2.8], [-0.2, 0.9, -1.4], [1.3, -1.4, -1.2], [0.8, -1.5, 2.0], [-0.9, 1.0, -0.6], [2.0, 0.9, -0.4], [2.5, -0.5, 1.4], [-0.8, 0.6, 0.8], [0.1, 0.9, -0.7], [1.1, -1.4, 1.1], [-0.5, 0.1, 1.1], [0.2, -0.4, 0.4]], "mulliken_charge": [0.5442, 0.6327, -1.0613, -0.8290, -0.8035, -0.0875, -0.1979, -0.5073, -0.2180, 0.6222, 0.3324, 0.2622, 0.5063, 0.3795, 0.3340, 0.3541, 0.3312, 0.4057]}

=====

# 5
{"formula": "C5H25NO8", "method": "ωB97M-V with the def2-TZVPD basis set", "e_above_lowest_kcal_mol": 140.3, "smiles": "C=NCCCCO.O.O.O.O.O.O.O", "total_energy_ha": -862.01015, "fmax_ev_per_a": 6.78, "homo_ev": -9.7, "symbols": ["C", "O", "C", "C", "C", "C", "N", "H", "H", "H", "H", "H", "H", "H", "H", "H", "H", "H", "H", "H", "O", "H", "H", "O", "H", "H", "O", "H", "H", "O", "H", "H", "O", "H", "H", "O", "H", "H", "O"], "positions_angstrom": [[1.472338, 2.317700, -1.392321], [0.547427, 1.320932, -1.864595], [2.232920, 1.697598, -0.173608], [2.986507, 0.433821, -0.301776], [2.211656, -0.678129, 0.549230], [1.365575, -2.634936, -0.589120], [1.037449, -1.588776, -0.050592], [2.356080, 2.486296, -2.092438], [0.931547, 3.195393, -1.038001], [0.187803, 1.605885, -2.760232], [2.753569, 2.564880, 0.219833], [1.515119, 1.472757, 0.587487], [2.938942, 0.065745, -1.376176], [3.980111, 0.469019, 0.089356], [3.079161, -1.394197, 0.932602], [1.850869, -0.286448, 1.418268], [0.451481, -3.277361, -0.598931], [2.253926, -3.274038, -0.659239], [-3.012945, 0.341868, -2.452421], [-1.982023, -0.490773, -1.659726], [-2.520909, 0.315277, -1.671824], [-0.758117, 0.727207, 0.042164], [-1.825122, 1.811056, -0.499966], [-1.504243, 1.423900, 0.337323], [-2.118663, -2.891228, 0.950483], [-0.884622, -2.155302, 1.341053], [-1.237833, -3.096565, 1.322641], [-1.909947, 2.831454, 1.264481], [-2.059500, 2.062058, 2.501458], [-2.302292, 2.924241, 2.160167], [0.096413, -0.985425, -2.111969], [-0.362241, -1.968235, -3.300729], [-0.402335, -1.851801, -2.238488], [-3.270378, -0.133362, 1.826896], [-2.879430, -0.875242, 0.675571], [-3.289083, -0.960169, 1.556026], [-0.360280, -0.950746, 2.469425], [-1.235641, -0.164381, 3.274144], [-0.333285, -0.409977, 3.313549]], "forces_ev_per_a": [[2.0, -1.9, 0.6], [-0.3, 0.7, -2.0], [-1.7, 2.2, -0.1], [-2.1, -2.6, -1.4], [3.0, -3.7, -2.4], [-1.9, -5.0, 0.8], [2.7, 5.7, 2.4], [-1.6, 0.3, 0.1], [0.2, 0.2, -0.4], [0.6, -0.5, 1.8], [0.7, -0.1, 0.1], [-0.9, 0.5, 0.5], [0.6, 0.4, 1.1], [0.7, 0.1, -0.1], [-1.8, 0.9, -0.9], [-1.3, 1.3, 2.2], [0.8, 0.1, -1.1], [0.8, 1.2, -0.2], [-1.1, -0.3, -2.0], [-0.1, 0.0, -0.5], [0.9, -0.1, 1.6], [-2.4, 2.6, 0.7], [0.3, -0.9, 0.3], [2.8, -2.3, -1.1], [0.4, -0.6, 0.5], [-0.2, -2.0, -0.2], [-0.1, 2.1, -0.5], [-0.3, 0.2, 1.0], [0.0, 0.0, 0.3], [0.1, 0.5, -0.3], [-0.7, -1.4, 0.0], [-0.3, 0.4, 3.7], [0.3, 1.5, -4.4], [-0.2, 6.4, 2.2], [-0.4, 0.0, 0.3], [0.5, -6.0, -2.7], [0.8, 0.7, 1.6], [-1.7, 0.7, 0.6], [1.0, -1.4, -2.1]], "mulliken_charge": [-0.6385, -0.2980, -0.5475, -0.2230, -1.3393, -0.1721, -0.1278, 0.3336, 0.3416, 0.2192, 0.4346, 0.1871, 0.2033, 0.3806, 0.3914, 0.4955, 0.2206, 0.3494, 0.2392, 0.3304, -0.5582, 0.1995, 0.2793, -0.5500, 0.3266, 0.1956, -0.5701, 0.4161, 0.2766, -0.6591, 0.2780, 0.2839, -0.6444, 0.2707, 0.3204, -0.6354, 0.3282, 0.2968, -0.6349]}